1.
A structure of composition C47H39N5O2RuS4 at a distorted geometry, computed with the ωB97M-V functional and the def2-TZVPD basis.

The frontier orbital gap (spin up / spin down) comes out at 6.3451 / 3.9191 eV. The value obtained for the highest occupied orbital energy (spin up / spin down) is -16.88 / -16.88 eV. The value obtained for the calculated total energy is -106798.3882 eV.

Structure (ORCA input):
```
! wB97M-V def2-TZVPD RIJCOSX def2/J DEFGRID3
* xyz 4 5
Ru -9.92 -20.28 6.01
C -16.15 -23.81 9.03
C -15.28 -23.64 7.80
C -15.44 -22.64 6.88
C -14.34 -22.22 6.12
C -13.26 -23.08 6.04
C -13.17 -24.28 6.83
C -14.20 -24.56 7.71
S -11.83 -22.54 5.09
O -11.85 -21.00 5.52
C -12.26 -22.54 3.24
C -13.60 -22.89 2.97
C -14.22 -22.38 1.84
C -13.55 -21.60 0.90
C -14.22 -21.00 -0.21
C -13.54 -20.52 -1.26
C -12.16 -20.54 -1.24
C -11.46 -20.88 -0.12
C -12.17 -21.37 1.10
C -11.49 -21.88 2.26
C -10.02 -21.88 2.19
C -9.27 -23.12 1.74
C -9.95 -24.31 1.50
C -9.29 -25.48 1.00
C -7.92 -25.50 0.93
C -7.18 -24.31 1.21
C -7.85 -23.12 1.44
C -7.20 -21.86 1.58
C -7.89 -20.68 1.80
C -9.18 -20.70 2.32
S -9.58 -19.15 3.01
O -10.61 -19.43 4.09
C -10.38 -18.28 1.67
C -9.82 -18.14 0.41
C -10.35 -17.22 -0.50
C -11.38 -16.31 -0.09
C -11.97 -15.26 -0.98
C -11.91 -16.48 1.16
C -11.45 -17.46 2.00
H -15.85 -24.80 9.54
H -17.22 -23.85 8.72
H -15.95 -23.01 9.75
H -16.43 -22.22 6.75
H -14.26 -21.31 5.54
H -12.23 -24.89 6.94
H -14.07 -25.42 8.31
H -14.08 -23.64 3.64
H -15.26 -22.67 1.73
H -15.35 -20.96 -0.14
H -13.99 -20.10 -2.16
H -11.58 -20.31 -2.12
H -10.38 -20.85 -0.17
H -10.97 -24.33 1.85
H -9.97 -26.26 0.64
H -7.40 -26.40 0.71
H -6.18 -24.22 0.98
H -6.14 -21.78 1.28
H -7.29 -19.75 1.87
H -8.93 -18.71 0.06
H -10.01 -17.25 -1.52
H -12.83 -14.86 -0.47
H -12.33 -15.89 -1.82
H -11.30 -14.51 -1.37
H -12.65 -15.76 1.49
H -12.02 -17.76 2.89
C -5.06 -18.16 5.74
N -6.26 -17.76 6.55
C -6.26 -16.61 7.40
C -7.46 -16.53 7.92
N -8.31 -17.62 7.44
C -7.51 -18.32 6.57
S -7.83 -19.74 5.75
C -9.69 -17.74 7.68
C -10.25 -16.99 8.71
C -11.63 -17.00 8.91
C -12.44 -17.50 7.87
C -11.79 -18.15 6.84
N -10.48 -18.49 6.84
H -4.71 -17.38 5.09
H -5.31 -19.02 5.15
H -4.32 -18.46 6.47
H -5.35 -15.99 7.57
H -7.84 -15.68 8.50
H -9.53 -16.46 9.34
H -12.08 -16.48 9.71
H -13.52 -17.32 7.81
H -12.32 -18.55 6.02
S -9.04 -21.34 7.81
C -10.37 -21.47 8.95
N -10.60 -22.83 9.20
C -11.26 -23.29 10.29
C -11.82 -22.35 11.09
C -11.66 -20.96 10.75
N -10.85 -20.54 9.73
H -10.10 -23.50 8.53
H -11.36 -24.37 10.36
H -12.18 -22.69 12.12
H -12.23 -20.19 11.20
*
```

These are the Mulliken partial charges, in e, on atoms 1 to 2: number 1, Ru, carries -0.07; number 2, C, carries -1.18

2.
A structure of composition C4H4OS at a distorted geometry, computed with the ωB97M-V functional and the def2-TZVPD basis.

The frontier orbital gap comes out at 9.1225 eV. The value obtained for the highest occupied orbital energy is -8.50 eV. The value obtained for the calculated total energy is -17092.3026 eV. The energy above the lowest of the compared OMol25 structures with the same formula, charge and spin is 2.843 eV.

Structure (ORCA input):
```
! wB97M-V def2-TZVPD RIJCOSX def2/J DEFGRID3
* xyz 0 1
C -0.25 -0.53 -0.17
C 0.48 0.58 -0.83
C 2.01 1.13 -0.70
C -1.53 -0.03 0.00
O 2.82 0.68 0.01
S -1.03 1.62 -0.55
H -0.04 -1.43 0.29
H 0.57 0.37 -1.85
H 2.15 1.68 -1.56
H -2.41 -0.30 0.42
*
```

These are the Mulliken partial charges, in e, on atoms 1 to 2: number 1, C, carries -0.87; number 2, C, carries 0.18

3.
An isolated molecule of C6H9N, computed with the ωB97M-V functional and the def2-TZVPD basis.

The frontier orbital gap comes out at 8.7591 eV. The value obtained for the highest occupied orbital energy is -8.32 eV. The value obtained for the calculated total energy is -7853.8008 eV. The energy above the lowest of the compared OMol25 structures with the same formula, charge and spin is 4.359 eV.

Structure (ORCA input):
```
! wB97M-V def2-TZVPD RIJCOSX def2/J DEFGRID3
* xyz 0 1
C -2.38 -0.32 0.13
C -1.04 0.35 0.04
C -0.84 1.67 0.12
C 1.67 1.32 0.18
C 1.32 0.05 -0.03
C 2.51 -0.87 -0.14
N 0.05 -0.50 -0.09
H -2.42 -1.04 0.95
H -3.17 0.42 0.29
H -2.60 -0.86 -0.80
H -1.62 2.37 0.37
H 0.13 2.12 -0.12
H 2.55 -1.35 -1.12
H 3.44 -0.30 -0.01
H 2.47 -1.64 0.64
H -0.07 -1.43 -0.44
*
```

These are the Mulliken partial charges, in e, on atoms 1 to 2: number 1, C, carries -1.23; number 2, C, carries 0.84

4.
An isolated molecule of C5H8S at a distorted geometry, computed with the ωB97M-V functional and the def2-TZVPD basis.

The structure (SMILES) is C#CC(C)(C)S. The frontier orbital gap comes out at 9.9000 eV. The value obtained for the highest occupied orbital energy is -9.07 eV. The value obtained for the calculated total energy is -16147.0597 eV. The energy above the lowest of the compared OMol25 structures with the same formula, charge and spin is 2.578 eV.

Structure (ORCA input):
```
! wB97M-V def2-TZVPD RIJCOSX def2/J DEFGRID3
* xyz 0 1
C -0.42 2.12 1.37
C -0.41 1.20 0.56
C -0.85 -1.26 0.08
C 1.47 -0.15 -0.17
C -0.05 0.00 -0.25
S -0.39 0.40 -2.10
H -0.35 2.86 2.17
H -0.83 -2.08 -0.82
H -1.87 -1.13 0.33
H -0.32 -1.59 1.03
H 1.73 -1.24 -0.19
H 2.18 0.46 -0.83
H 1.82 0.35 0.79
H -1.70 0.05 -1.96
*
```

These are the Mulliken partial charges, in e, on atoms 1 to 2: number 1, C, carries 0.06; number 2, C, carries -0.80